ORCA calculation (ωB97M-V with the def2-TZVPD basis set) on a 12-piece molecular cluster, C45H112BN8O22 overall at a distorted geometry.

Summary:
- gap between HOMO and LUMO (eV) = 9.04
- calculated total energy (eV) = -106116.9986
- total charge = -1

Atoms and positions in Å:
N1 19.32343 -10.30934 -12.70268
H1 16.88620 -26.04208 -18.59659
H2 21.17890 -22.54127 -27.80456
H3 19.41806 -13.64661 -18.20780
C1 25.32167 -20.26523 -10.32708
H4 24.65000 -21.98573 -26.06069
O1 25.96472 -19.57103 -9.32085
O2 20.10909 -18.08638 -15.20575
H5 18.18525 -27.25727 -16.97869
H6 22.74167 -17.81931 -20.87487
H7 21.24603 -13.77795 -11.36375
C2 27.63910 -19.41630 -7.54017
C3 19.76493 -31.27856 -19.04910
H8 18.60645 -10.49569 -12.01616
H9 22.43654 -31.44109 -11.00339
H10 23.90664 -29.36703 -12.39843
H11 29.53745 -20.06907 -17.73876
H12 25.10000 -31.31754 -12.32329
H13 29.47078 -18.20799 -7.92481
H14 25.13182 -19.44216 -11.01600
H15 24.32552 -26.99941 -11.10905
H16 21.91040 -10.32960 -12.26880
H17 27.22636 -20.76216 -16.30754
C4 21.69693 -13.08926 -10.64925
H18 28.31260 -18.25852 -9.23110
O3 22.36336 -12.02853 -11.31810
H19 20.86480 -27.02959 -31.96163
H20 22.99280 -31.75702 -12.55673
N2 16.81321 -11.87511 -5.21575
C5 24.26221 -29.53036 -11.38109
C6 17.73069 -12.99187 -5.02574
H21 24.46286 -20.72667 -9.83962
C7 18.20953 -16.10673 -6.70613
C8 20.20173 -11.47515 -12.56932
C9 22.13625 -23.78705 -25.84171
N3 28.21657 -20.16510 -6.39607
C10 15.51511 -12.39314 -14.82763
N4 21.00482 -23.48454 -28.12084
C11 28.27360 -21.88382 -17.83973
H22 18.14837 -33.09812 -19.94575
C12 21.37066 -11.04156 -11.64438
C13 24.00720 -22.67781 -26.60470
O4 16.61485 -11.56343 -14.82982
O5 18.64524 -14.90926 -6.12446
H23 24.48437 -31.57178 -9.58070
H24 27.95358 -20.00334 -18.65436
H25 22.70076 -23.71492 -29.46391
H26 17.91188 -14.07111 -20.06330
H27 18.74006 -12.62403 -4.84144
H28 29.45845 -20.75426 -19.25072
N5 16.53903 -34.68800 -18.67950
H29 25.90632 -21.05586 -10.79738
O6 21.75286 -22.41153 -15.36486
O7 20.40770 -23.62093 -18.41211
H30 28.43329 -21.49856 -13.70877
H31 19.77061 -24.37752 -30.18068
H32 18.86457 -34.07056 -16.44752
H33 19.70510 -12.34806 -12.14566
C14 17.45301 -11.68186 -13.72710
H34 15.31719 -12.17981 -3.70520
H35 18.28673 -35.65722 -17.18533
N6 13.13236 -21.01684 -13.14309
O8 15.12492 -9.65190 -4.81239
H36 20.30574 -30.68481 -18.31215
C15 27.73984 -21.71577 -16.43024
C16 18.51372 -33.39907 -18.96389
H37 20.48858 -31.62584 -19.78654
H38 19.24244 -14.04713 -21.12739
H39 21.41733 -22.63246 -29.94682
H40 16.79629 -14.11758 -6.49994
H41 29.95012 -20.81933 -14.17943
C17 15.54175 -9.35120 -3.50853
H42 28.40799 -19.92872 -14.63289
H43 24.06608 -22.37393 -27.64983
H44 17.30191 -34.76706 -15.99980
H45 13.70061 -20.24642 -12.82114
C18 23.30101 -31.86238 -11.51653
H46 17.81229 -9.50964 -13.88258
H47 20.77833 -11.75258 -13.45174
N7 25.23941 -31.47256 -10.24414
H48 27.56997 -20.15272 -5.62028
H49 14.61984 -20.03208 -18.31945
H50 14.11764 -11.05227 -6.13409
H51 21.07546 -24.37306 -31.43101
H52 15.99378 -35.19166 -17.99457
O9 21.03333 -20.09783 -15.64085
O10 18.44499 -19.83017 -13.44092
C19 28.72898 -18.84225 -8.41014
H53 27.04659 -21.32728 -8.59406
H54 17.37320 -13.63169 -4.21893
H55 20.59527 -27.86935 -30.40762
H56 19.01782 -30.73394 -19.62644
H57 18.98909 -10.43770 -14.79156
C20 15.37813 -12.15402 -4.79319
O11 16.57444 -26.86438 -18.21161
C21 14.67009 -20.08338 -17.23182
C22 21.75643 -23.26250 -16.36654
C23 26.63517 -20.35690 -8.31624
H58 20.92476 -25.21880 -26.92195
N8 27.18172 -22.33797 -18.70228
H59 17.99440 -12.62775 -13.71044
H60 15.57961 -8.26304 -3.45772
H61 23.41887 -29.29552 -10.73167
H62 11.56412 -21.80921 -15.24479
O12 13.44769 -19.80992 -16.72687
H63 17.03614 -11.01963 -4.72732
C24 18.44162 -10.39901 -13.84982
C25 28.82670 -20.59398 -18.37704
O13 23.95887 -19.34777 -21.11616
O14 21.12188 -25.92270 -30.16271
H64 23.42347 -32.92285 -11.29623
C26 17.43333 -33.88492 -17.96322
H65 15.02286 -13.04540 -5.31023
O15 28.95217 -21.74692 -15.62993
C27 12.59112 -22.17337 -15.21699
H66 12.42626 -19.32356 -15.09185
O16 25.37649 -28.78713 -10.89777
H67 25.84381 -20.75575 -7.68159
H68 15.84767 -34.14547 -19.17728
H69 13.46650 -21.83993 -12.66251
O17 19.67806 -13.44682 -19.11007
H70 29.30847 -19.58470 -8.95884
H71 16.85275 -33.05746 -17.55538
C28 20.55476 -22.97676 -17.36396
H72 22.55867 -13.61781 -10.24165
H73 19.26305 -34.12883 -19.27057
C29 17.13446 -26.98290 -16.88563
H74 27.08192 -22.57612 -16.30754
B1 20.54199 -21.53753 -15.58424
C30 25.25816 -27.44212 -11.45877
H75 19.42497 -26.65127 -30.90441
H76 22.75516 -24.40318 -25.18944
O18 19.65718 -21.48321 -14.42823
O19 22.64333 -24.09492 -16.54174
H77 13.53683 -10.98570 -4.49041
C31 13.39319 -19.78917 -15.28253
H78 23.35416 -19.89411 -21.62355
C32 20.16630 -19.29237 -15.06930
H79 22.50810 -24.81151 -27.68333
H80 25.46477 -32.44866 -10.37286
C33 18.02718 -34.66830 -16.80747
C34 21.61714 -23.59886 -29.48394
H81 21.25356 -23.53515 -25.25392
C35 21.62944 -24.42429 -27.16747
H82 26.14067 -26.89803 -11.12225
H83 28.56217 -21.08100 -6.64461
H84 14.95471 -9.76211 -2.68717
C36 13.43523 -21.11725 -14.57605
H85 14.79722 -12.20815 -14.02856
C37 17.81683 -13.78660 -6.30749
H86 24.53852 -23.61701 -26.45071
H87 12.42456 -23.10421 -14.67489
H88 12.78653 -22.44421 -16.25456
H89 19.05987 -15.26457 -19.81552
H90 16.58066 -9.67693 -3.45696
C38 20.82704 -24.55182 -30.38486
H91 23.85904 -18.05258 -19.46091
C39 24.55820 -31.02240 -11.42470
H92 21.02944 -12.77643 -9.84632
H93 25.24240 -27.40247 -12.54795
H94 22.43133 -19.08926 -19.72593
C40 23.23223 -18.53253 -20.21247
C41 18.99302 -14.20894 -20.07872
H95 18.99952 -16.82055 -6.47270
H96 18.08223 -13.19486 -7.18356
C42 28.90410 -20.88689 -14.47838
H97 26.65149 -21.56045 -19.06890
H98 15.73709 -13.45475 -14.93625
H99 29.16777 -22.50544 -17.79327
H100 16.98680 -26.12018 -16.23600
C43 19.34088 -20.19775 -14.17871
H101 15.10162 -12.28597 -15.83045
H102 14.10674 -19.14430 -14.76960
H103 14.47781 -21.42582 -14.65292
H104 16.94333 -11.71160 -12.76406
H105 20.89836 -10.51933 -10.81233
H106 15.53324 -19.53270 -16.85787
H107 18.10353 -15.84981 -7.76010
H108 17.22017 -16.53315 -6.54056
C44 14.44231 -10.96835 -5.09696
O20 19.25366 -32.31788 -18.30713
O21 22.74254 -22.56756 -26.03956
C45 20.47792 -26.92974 -30.94751
H109 26.56566 -22.94755 -18.18365
H110 27.05448 -18.55687 -7.21201
H111 16.66040 -27.82383 -16.37946
O22 19.84348 -22.00775 -16.78704
H112 14.89198 -21.14326 -17.10729

ORCA calculation (ωB97M-V with the def2-TZVPD basis set) on a 10-piece molecular cluster, C45H115N5O15 overall at a distorted geometry.

Summary:
- gap between HOMO and LUMO (eV) = 9.10
- calculated total energy (eV) = -86681.8555
- energy above the lowest of the compared OMol25 structures with the same formula, charge and spin (kJ/mol) = 583.64
- SMILES string = COCCNCCOC.COCCNCCOC.COCCNCCOC.COCCNCCOC.COCCNCCOC.CC(C)O.CC(C)O.CC(C)O.CC(C)O.CC(C)O
- total charge = 0

Atoms and positions in Å:
O1 3.25795 6.00329 -5.11629
C1 -0.69803 -12.69463 -0.91203
N1 -0.45809 -0.04499 0.84463
H1 0.37547 0.36356 0.44669
C2 -5.77469 1.86590 -1.40992
H2 3.46279 2.27113 16.77839
H3 6.17673 -0.67021 -7.07801
H4 -7.43359 4.76236 -4.51798
H5 -8.47981 4.43210 -3.22114
H6 -2.18884 -18.25050 -2.74674
H7 5.45149 0.28925 13.38815
H8 3.21979 -0.25243 10.43873
C3 0.04398 -11.68693 -1.73677
H9 3.20049 -0.99382 14.92762
H10 -8.13303 3.08208 -4.32677
H11 -3.24327 -16.32502 -1.42182
O2 3.94985 0.98206 15.25452
O3 -6.34965 -1.35367 1.34522
H12 5.70566 1.11087 -8.29456
N2 3.61185 -0.10526 12.50438
H13 -6.72232 5.21319 5.46387
C4 -6.39754 6.89659 4.14034
C5 -7.31310 0.30885 -0.24983
C6 3.23751 1.26451 16.42618
O4 3.69543 0.61987 -10.00541
H14 4.52166 -1.25281 10.90655
O5 4.58660 2.16046 10.77733
C7 -0.12723 1.68954 2.49458
H15 6.76885 1.98824 -9.47490
H16 4.74804 -0.89988 15.56596
H17 1.35318 4.59258 -5.99951
C8 -1.55544 13.21010 4.57823
H18 6.35141 3.40576 10.65569
C9 4.08327 -0.35525 14.89547
C10 -8.24471 6.68271 5.97044
H19 -7.72679 7.14398 6.81133
H20 -0.35682 -2.64061 -1.34779
H21 -8.21047 -0.69518 -7.86368
H22 -7.03589 -0.34529 -1.07648
H23 -1.26903 -1.93551 0.91442
C11 -2.46959 -15.69054 -1.85422
C12 4.64226 -0.43634 13.47050
C13 7.85343 1.69797 0.76332
O6 -6.09142 -2.15985 -7.45975
H24 1.82677 -12.18458 0.23236
H25 -1.05314 2.20690 2.24329
O7 0.70187 -10.81322 -0.84528
H26 0.06828 -13.27709 -0.40057
H27 -5.56584 1.22193 -2.26420
H28 -5.61446 7.39381 4.71273
H29 1.04062 3.88292 2.99969
C14 2.03048 5.92490 -4.44370
H30 4.76881 -3.91903 -7.31462
H31 -1.35190 -1.22410 -1.48760
H32 2.40189 -10.50390 0.22755
C15 -7.42107 -0.36484 1.12443
O8 0.86092 13.25714 4.27529
H33 0.53535 -1.90410 0.85517
H34 -8.46732 -2.31206 -8.52368
C16 -0.30947 0.17939 2.27289
H35 -7.76361 2.15904 -2.16579
H36 7.65712 -0.86718 1.58074
C17 -6.93594 2.83593 -1.95397
H37 8.89018 1.20355 -1.61659
H38 -6.04916 0.58557 -7.97727
H39 -0.74219 -11.15623 -2.27380
H40 1.02336 6.29496 -6.32900
C18 -0.38762 -1.44184 0.50512
H41 1.70028 6.89911 -4.08321
O9 -6.61947 3.50488 -3.12457
H42 5.51262 0.53218 9.73664
H43 -2.87052 -15.29272 -2.78647
H44 8.23530 -1.77952 0.14910
C19 5.12087 0.82701 10.71013
C20 -7.32425 5.98119 4.97811
H45 -1.81875 12.74306 5.52725
H46 -1.63246 -14.89677 -0.07608
C21 0.54585 -0.70360 -2.97092
H47 4.99542 1.74037 -11.12998
C22 5.98988 1.23797 -9.33915
H48 5.22755 -2.71166 -6.13655
H49 -4.63973 -0.12473 -8.77067
H50 -8.85668 5.99221 6.55077
H51 0.43614 12.19197 2.02468
H52 -8.91125 7.39237 5.48032
C23 6.73012 -1.34876 -7.72717
H53 1.50943 -0.38339 -3.36723
C24 8.29723 -0.84037 0.69888
H54 2.37162 3.88258 -4.00796
H55 8.00705 -1.37120 -9.33911
O10 1.07843 2.14485 1.89662
H56 -7.65686 4.70756 3.51481
H57 -3.20890 -14.21246 -0.60050
O11 -8.13136 5.37715 4.01291
H58 3.46951 0.88285 12.65765
C25 -7.96487 -1.35955 -8.69216
H59 0.16528 -1.55442 -3.53604
O12 6.00527 -2.51777 -8.08687
H60 -6.29515 -1.32535 3.44729
H61 8.68088 1.89763 1.44417
H62 -0.19090 0.08435 -3.12725
H63 -8.21626 0.83459 -0.55966
H64 -0.81587 -14.04868 -2.31684
H65 -0.44992 13.69985 2.08335
H66 4.75043 4.06958 10.31278
C26 -6.38424 -2.01751 2.60999
H67 0.60376 -0.33820 2.56653
C27 -0.41918 -1.59128 -1.05949
H68 7.55366 -1.63832 -7.07445
H69 -1.34512 12.12817 2.08286
H70 -0.22637 11.53572 4.13219
C28 4.08534 -0.27303 11.10091
C29 8.01227 0.43047 -0.09222
N3 6.36389 -0.07818 -9.84199
H71 -7.43958 0.49191 1.79803
H72 5.52593 -0.63940 -9.78761
C30 -0.46042 12.66494 2.42536
H73 6.89966 1.63101 1.28671
C31 5.37601 3.18139 10.22402
C32 5.59482 -3.28874 -6.98519
H74 2.17732 1.10725 16.22775
C33 1.05441 5.53755 -5.54577
H75 1.99101 -0.18232 -10.87353
H76 5.08993 -1.40134 13.23286
H77 -5.38191 0.79358 0.25938
H78 -1.50742 14.29194 4.70249
H79 4.43638 2.59177 -9.75399
H80 0.69178 4.09863 1.25406
H81 -1.19245 -12.19318 -0.08005
H82 -5.86363 6.37164 3.34821
H83 -6.12819 -2.11331 -9.53221
H84 -7.25274 -2.60408 2.90953
H85 5.53671 3.01000 9.15964
C34 4.73513 1.59596 -10.08141
C35 -6.42535 -1.48631 -8.69159
H86 7.71802 2.51259 0.05185
H87 2.30501 1.49377 -11.32902
H88 3.52790 0.64274 17.27304
H89 2.97012 4.94167 -2.68133
N4 -6.18542 1.30268 -0.08016
H90 -7.27356 3.50459 -1.16213
N5 -1.47580 -13.54467 -1.74188
H91 9.27954 -0.70891 1.15261
C36 2.20562 4.80137 -3.44550
C37 1.27598 3.54626 1.99006
C38 -1.43065 -17.50596 -2.98944
H92 2.30346 3.86886 1.82176
O13 -1.26651 -16.50612 -2.00076
H93 1.25016 4.56542 -2.97694
C39 -0.33861 12.59977 3.92407
H94 6.39395 -3.89325 -6.55618
C40 7.34839 -0.62997 -8.88652
H95 0.69000 -12.13290 -2.49299
H96 -2.46241 13.00518 4.00945
H97 2.71190 -11.50250 -1.06790
H98 -1.10823 -0.30770 2.83220
H99 -0.41756 -17.86115 -3.17809
H100 -6.99983 7.66967 3.66316
H101 0.82329 14.19496 4.07365
H102 3.23422 6.63546 -5.83838
H103 -1.87707 -17.07906 -3.88753
H104 7.98309 0.13142 -8.43316
O14 0.68919 -0.86828 -1.56200
H105 -5.51525 -2.67237 2.67416
C41 1.91073 -11.27627 -0.36431
C42 2.77501 0.53129 -11.12693
C43 -7.71320 3.95983 -3.83544
H106 5.98496 0.68167 11.35845
C44 -5.72941 -0.09960 -8.76237
C45 -2.23120 -14.56818 -0.92558
H107 -6.49554 -3.02859 -7.39986
H108 -8.35576 -0.89798 1.29821
H109 7.14258 0.38577 -0.74777
H110 0.03143 5.44237 -5.18173
O15 9.18657 0.63040 -0.90578
H111 3.30998 0.17263 -12.00628
H112 -8.39202 -0.90645 -9.58678
H113 -5.90788 0.33394 -9.74639
H114 -0.10950 1.81077 3.57768
H115 -4.85537 2.42966 -1.25140

Taking the records one at a time from the top gives E_HOMO values of -7.3 -8.7 eV.